This record from OMol25 describes a structure of composition C19H23Br2NO3Tl at a distorted geometry. The level of theory is wB97M-V/def2-TZVPD.

Geometry as XYZ:
```
49
Properties=species:S:1:pos:R:3:forces:R:3:lowdin_charge:R:1
C 2.36060 3.66183 2.19575 -0.3 0.1 -0.3 -0.0198
C 1.85892 3.18543 0.74289 2.5 2.2 1.4 -0.1320
O 1.56365 1.74389 0.84457 -3.5 -0.8 -2.2 0.0155
C 0.64067 1.32971 -0.02677 0.5 0.6 -0.7 -0.0632
C 0.47820 1.98173 -1.38475 -2.6 -2.2 0.0 0.1292
C -0.56575 1.44039 -2.23856 1.4 0.4 1.7 0.0595
C -1.49305 0.26377 -1.81788 1.1 -0.2 2.0 0.0807
C -1.35911 -0.39082 -0.48574 1.3 1.6 -2.0 -0.1147
C -2.32592 -1.56771 -0.04863 0.4 1.9 1.4 -0.2787
C -3.51178 -1.03294 0.90889 -0.4 -0.6 1.0 -0.6202
C -3.48329 -1.68295 2.36550 -0.2 0.3 -0.2 -0.1258
Br -3.45301 0.94219 1.16437 -0.1 -0.7 -0.4 0.8223
C -0.26202 0.12935 0.41677 -1.1 -1.4 0.3 0.0477
C 0.00263 -0.51363 1.81757 0.1 1.4 -0.9 -0.0674
C 1.00407 -1.79834 1.69044 0.2 -0.3 -1.4 -0.1047
C 2.34030 -1.32677 0.99307 0.0 -0.7 0.4 -0.1973
C 3.51242 -2.42298 1.03573 0.6 0.6 0.5 -0.2058
N 4.65387 -1.83237 0.26010 -1.8 1.1 1.1 0.0779
C -2.53717 -0.18267 -2.89019 0.1 1.0 -1.9 -0.2961
O -3.62701 -0.68298 -2.64919 1.6 -0.1 0.5 0.0261
C -2.13387 0.07589 -4.38395 0.9 0.6 0.6 0.0183
C -1.28576 1.10990 -4.78031 -0.4 -0.9 0.4 -0.4850
Br -0.84589 1.34987 -6.67065 -0.5 0.0 2.5 0.9016
C -0.70830 2.08630 -3.67982 -0.3 -0.4 -1.1 -0.3141
O -0.37425 3.21022 -3.93432 -0.2 -1.4 0.8 0.1778
H 3.43301 3.99892 2.15812 -1.2 -0.3 -0.1 0.1008
H 2.29512 2.84055 2.96344 -0.1 0.8 -0.9 0.0931
H 1.70189 4.52675 2.50597 0.9 -1.0 -0.2 0.1043
H 0.97877 3.82169 0.46448 0.6 -1.2 -0.1 0.1484
H 2.74661 3.32153 0.04972 -1.3 -0.3 0.5 0.1584
H 1.12149 2.83061 -1.72335 -0.7 -0.9 0.3 0.1522
H -2.84866 -2.04449 -0.94117 1.5 5.6 3.7 -0.2817
H -1.75084 -2.40353 0.46682 -0.6 1.1 -0.5 0.1091
H -4.53399 -1.24806 0.47446 1.3 0.4 0.1 0.1108
H -3.00492 -0.96755 3.10344 -0.3 -1.1 -0.8 0.0728
H -4.53812 -1.83401 2.74350 1.2 0.1 -0.5 0.1104
H -2.95284 -2.67645 2.31689 -0.6 1.0 0.3 0.0918
H -0.97585 -0.80865 2.30310 1.1 0.1 -0.7 0.1169
H 0.51511 0.24715 2.47203 -0.6 -0.8 -0.7 0.1405
H 1.16036 -2.31415 2.67707 -0.3 0.8 -0.8 0.1475
H 0.48110 -2.51324 0.98078 0.7 0.5 1.0 0.1146
H 2.76712 -0.40371 1.49101 -0.6 -1.0 -0.7 0.1244
H 2.11568 -1.15014 -0.10905 0.1 0.2 1.2 0.1244
H 3.90183 -2.50737 2.09762 -0.7 -0.3 -1.3 0.1438
H 3.20120 -3.42687 0.64009 0.2 1.0 0.3 0.1354
H 5.03429 -1.10936 0.89546 0.5 -0.7 -0.6 0.1044
H 4.28476 -1.27644 -0.52802 0.5 -0.7 0.0 0.0866
H -2.55947 -0.61317 -5.16414 0.2 0.8 1.0 0.1447
Tl -3.02283 -3.36631 -1.78313 -1.4 -6.1 -4.2 1.3146
```
Forces are in eV/Å.

Its spin multiplicity is 1. The calculation puts the total energy at -172448.6781 eV. The net charge is +3. The molar mass comes out at 677.6 g/mol. The value obtained for the HOMO-LUMO gap is 2.961 eV. The HOMO energy comes out at -17.5 eV.